Entry 1:
C15H35NiO15P2S2 as an isolated structure, computed with the ωB97M-V functional and the def2-TZVPD basis.

Geometry (Å):
1 Ni 1.32 0.63 2.71
2 O -0.75 -1.94 0.19
3 C -0.21 -0.82 0.57
4 O -0.62 0.26 0.16
5 O 0.72 -0.88 1.37
6 H -1.04 -1.46 -0.59
7 C -2.99 2.07 2.75
8 O -2.88 0.77 3.19
9 P -1.80 0.22 4.30
10 O -0.41 0.39 3.81
11 O -2.10 0.93 5.75
12 C -3.44 1.03 6.27
13 O -2.33 -1.27 4.58
14 C -2.38 -2.37 3.69
15 H -3.68 2.33 1.94
16 H -2.06 2.45 2.34
17 H -3.13 2.85 3.50
18 H -4.22 0.71 5.58
19 H -3.68 2.10 6.28
20 H -3.49 0.58 7.26
21 H -3.39 -2.71 3.50
22 H -1.93 -3.32 3.97
23 H -1.82 -2.21 2.77
24 C 5.86 -0.53 -0.69
25 O 4.78 -0.47 0.22
26 P 3.89 0.86 0.25
27 O 2.77 0.99 1.27
28 O 4.97 2.03 0.36
29 C 5.48 2.36 1.59
30 O 3.38 0.90 -1.26
31 C 2.41 1.88 -1.53
32 H 5.98 0.41 -1.22
33 H 5.65 -1.26 -1.48
34 H 6.79 -0.82 -0.21
35 H 5.19 1.76 2.45
36 H 5.31 3.43 1.71
37 H 6.54 2.13 1.68
38 H 1.53 1.56 -0.97
39 H 2.36 1.84 -2.61
40 H 2.65 2.86 -1.11
41 C -4.45 1.00 -3.61
42 C -3.18 0.97 -2.78
43 C -3.44 1.20 -1.30
44 S -5.08 1.95 -1.13
45 O -4.77 3.37 -0.84
46 O -5.86 1.02 -0.30
47 C -5.43 1.94 -2.92
48 H -4.98 0.05 -3.62
49 H -4.24 1.15 -4.67
50 H -2.51 1.77 -3.09
51 H -2.61 0.05 -2.95
52 H -2.81 1.95 -0.84
53 H -3.40 0.29 -0.69
54 H -5.21 2.95 -3.27
55 H -6.51 1.79 -2.97
56 C 2.26 -1.88 -1.69
57 C 1.25 -2.96 -1.98
58 C 1.88 -4.15 -2.84
59 S 3.38 -3.29 -3.64
60 O 3.15 -3.37 -5.08
61 O 4.65 -3.80 -3.12
62 C 3.01 -1.52 -2.91
63 H 2.95 -2.14 -0.89
64 H 1.87 -0.96 -1.26
65 H 0.41 -2.55 -2.54
66 H 0.82 -3.44 -1.11
67 H 1.18 -4.59 -3.55
68 H 2.17 -4.98 -2.19
69 H 2.29 -1.05 -3.58
70 H 3.98 -1.01 -2.93

Properties
* frontier orbital gap (spin up / spin down): 7.097 / 1.877 eV
* 2S+1: 4
* HOMO energy (spin up / spin down): -13.460 / -13.459 eV
* ⟨S²⟩: 3.763
* net charge: +2
* E_LUMO (spin up / spin down): -6.363 / -11.582 eV

Entry 2:
An isolated ion of composition C8H7N4 and charge +1, computed with the ωB97M-V functional and the def2-TZVPD basis.

Geometry (Å):
1 C 3.03 1.59 1.36
2 N 2.44 1.54 0.35
3 C 1.76 1.38 -0.85
4 N 0.33 1.06 -0.71
5 N -0.57 2.05 -1.08
6 N -1.73 1.48 -0.89
7 C -1.64 0.22 -0.36
8 C -2.63 -0.75 -0.01
9 C -2.19 -2.00 0.39
10 C -0.77 -2.13 0.60
11 C 0.18 -1.24 0.17
12 C -0.27 -0.02 -0.19
13 H 3.32 1.77 2.44
14 H 2.52 0.48 -1.37
15 H 1.79 2.33 -1.40
16 H -3.68 -0.46 -0.26
17 H -2.88 -2.86 0.55
18 H -0.26 -3.00 1.04
19 H 1.27 -1.46 0.22

Properties
* frontier orbital gap: 6.952 eV
* HOMO energy: -12.563 eV
* SMILES: C#[N+]Cn1nnc2ccccc21
* net charge: +1
* E_LUMO: -5.612 eV

Entry 3:
A 4-piece molecular cluster, C24H41B3N4O4S2 overall, computed with the ωB97M-V functional and the def2-TZVPD basis.

Geometry (Å):
1 C 6.33 1.37 -2.31
2 C 7.07 1.06 -1.00
3 N 6.66 1.92 0.14
4 C 7.35 3.22 0.15
5 C 8.86 3.07 0.25
6 C 5.31 1.96 0.39
7 S 4.45 3.32 0.70
8 S 4.57 0.34 0.34
9 C 3.14 0.54 1.42
10 C 1.80 0.64 0.68
11 C 1.08 -0.72 0.49
12 B -0.45 -0.65 0.76
13 O -1.10 -1.53 1.64
14 B -2.11 -2.22 1.01
15 O -2.63 -1.68 -0.15
16 B -2.56 -0.27 -0.14
17 C -3.83 0.62 -0.27
18 C -3.68 1.80 -1.25
19 C -4.56 2.98 -0.88
20 O -5.90 2.65 -1.18
21 C -6.79 3.75 -1.27
22 O -1.28 0.23 0.09
23 H 6.98 1.12 -3.15
24 H 6.07 2.43 -2.37
25 H 5.43 0.77 -2.41
26 H 8.14 1.19 -1.14
27 H 6.92 0.02 -0.70
28 H 6.98 3.77 1.01
29 H 7.08 3.79 -0.75
30 H 9.14 2.27 0.94
31 H 9.33 2.89 -0.72
32 H 9.28 4.01 0.62
33 H 3.16 -0.34 2.06
34 H 3.30 1.40 2.07
35 H 1.98 1.07 -0.31
36 H 1.15 1.35 1.20
37 H 1.20 -1.07 -0.54
38 H 1.53 -1.50 1.11
39 H -2.57 -3.23 1.45
40 H -4.67 -0.01 -0.57
41 H -4.06 1.00 0.73
42 H -4.03 1.47 -2.23
43 H -2.64 2.13 -1.34
44 H -4.25 3.89 -1.42
45 H -4.46 3.18 0.20
46 H -7.60 3.63 -0.54
47 H -6.28 4.70 -1.06
48 H -7.22 3.79 -2.27
49 C -1.51 5.08 2.48
50 C -1.76 4.39 1.26
51 C -0.62 3.69 0.96
52 N 0.30 3.93 1.94
53 C -0.23 4.77 2.88
54 H -2.19 5.73 3.01
55 H -2.66 4.42 0.68
56 H -0.39 3.04 0.13
57 H 1.23 3.55 1.96
58 H 0.34 5.08 3.73
59 C -0.11 -4.64 -0.13
60 C -0.62 -5.41 -1.21
61 C -0.12 -6.67 -1.08
62 N 0.67 -6.70 0.03
63 C 0.69 -5.46 0.62
64 H -0.31 -3.60 0.07
65 H -1.27 -5.06 -1.99
66 H -0.26 -7.55 -1.68
67 H 1.17 -7.50 0.37
68 H 1.25 -5.28 1.52
69 C -5.37 -6.28 -0.98
70 C -6.56 -5.77 -0.41
71 C -6.30 -4.49 0.02
72 N -4.99 -4.22 -0.28
73 C -4.42 -5.29 -0.89
74 H -5.22 -7.25 -1.42
75 H -7.51 -6.28 -0.31
76 H -6.92 -3.77 0.51
77 H -4.52 -3.35 -0.07
78 H -3.39 -5.28 -1.20

Properties
* frontier orbital gap: 8.234 eV
* HOMO energy: -7.942 eV
* SMILES: CCN(CC)C(=S)SCCCB1OBOB(CCCOC)O1.c1cc[nH]c1.c1cc[nH]c1.c1cc[nH]c1
* net charge: 0
* E_LUMO: 0.291 eV

Entry 4:
A 11-piece molecular cluster, C32H84F6N6O18S2 overall, computed with the ωB97M-V functional and the def2-TZVPD basis.

Geometry (Å):
1 C 19.32 17.02 -13.71
2 F 19.31 17.85 -14.83
3 F 18.07 16.66 -13.38
4 F 20.00 15.87 -14.05
5 S 20.11 17.89 -12.25
6 O 19.08 18.89 -11.77
7 O 20.42 16.83 -11.26
8 O 21.32 18.59 -12.72
9 C 19.76 21.69 -15.20
10 F 20.38 20.52 -15.22
11 F 18.90 21.64 -16.25
12 F 19.21 21.88 -14.01
13 S 21.11 23.08 -15.46
14 O 21.71 22.75 -16.73
15 O 20.36 24.36 -15.51
16 O 22.02 23.01 -14.34
17 C 16.25 20.04 -13.75
18 C 16.07 20.17 -15.25
19 O 14.81 19.52 -15.64
20 O 15.22 20.65 -13.02
21 H 17.20 20.49 -13.46
22 H 16.31 18.98 -13.50
23 H 16.92 19.68 -15.72
24 H 16.13 21.17 -15.68
25 H 14.21 19.85 -14.96
26 H 14.46 20.08 -13.16
27 C 20.34 27.88 -16.38
28 C 18.80 27.54 -16.51
29 O 18.50 26.42 -15.59
30 O 20.98 26.64 -16.80
31 H 20.66 28.21 -15.39
32 H 20.65 28.63 -17.11
33 H 18.62 27.24 -17.54
34 H 18.18 28.38 -16.19
35 H 19.07 25.69 -15.86
36 H 20.68 25.89 -16.28
37 C 21.39 22.58 -20.07
38 C 21.03 22.80 -21.56
39 O 21.98 22.29 -22.41
40 O 20.49 23.29 -19.25
41 H 22.41 22.89 -19.87
42 H 21.40 21.53 -19.79
43 H 20.79 23.82 -21.87
44 H 20.09 22.29 -21.79
45 H 21.59 21.95 -23.22
46 H 20.68 23.05 -18.34
47 C 19.57 28.97 -9.85
48 C 20.91 28.40 -10.23
49 C 20.88 27.31 -11.34
50 O 22.14 26.88 -11.87
51 C 21.95 25.73 -12.76
52 N 21.80 29.43 -10.65
53 H 19.10 29.45 -10.71
54 H 19.72 29.67 -9.02
55 H 18.92 28.20 -9.45
56 H 21.34 28.01 -9.31
57 H 20.32 27.67 -12.20
58 H 20.38 26.46 -10.87
59 H 22.99 25.41 -12.85
60 H 21.48 25.90 -13.73
61 H 21.40 24.88 -12.37
62 H 22.53 29.00 -11.19
63 H 21.22 30.02 -11.23
64 C 25.24 24.14 -16.90
65 C 25.29 24.93 -15.55
66 C 24.57 26.33 -15.52
67 O 24.84 27.07 -14.35
68 C 24.12 28.33 -14.32
69 N 24.65 24.09 -14.56
70 H 25.82 24.71 -17.63
71 H 24.23 23.89 -17.22
72 H 25.80 23.20 -16.88
73 H 26.35 24.99 -15.34
74 H 23.51 26.11 -15.60
75 H 24.84 26.89 -16.41
76 H 23.06 28.21 -14.13
77 H 24.19 28.86 -15.28
78 H 24.57 28.99 -13.58
79 H 23.64 24.11 -14.56
80 H 24.79 24.56 -13.68
81 C 18.15 24.14 -11.98
82 C 16.78 23.98 -11.20
83 C 15.71 24.78 -11.97
84 O 14.57 25.04 -11.18
85 C 13.44 25.57 -11.83
86 N 16.41 22.54 -11.24
87 H 18.83 23.31 -11.79
88 H 18.74 25.02 -11.70
89 H 17.94 24.20 -13.05
90 H 17.01 24.26 -10.17
91 H 15.33 24.21 -12.82
92 H 16.08 25.72 -12.39
93 H 13.82 26.23 -12.62
94 H 12.92 26.22 -11.13
95 H 12.73 24.84 -12.23
96 H 15.52 22.57 -10.76
97 H 16.11 22.23 -12.15
98 C 17.64 20.47 -18.64
99 C 17.18 19.05 -18.87
100 C 18.05 18.01 -18.09
101 O 19.27 17.75 -18.78
102 C 20.10 16.85 -18.07
103 N 15.77 18.97 -18.39
104 H 18.71 20.53 -18.84
105 H 17.36 20.92 -17.69
106 H 17.07 21.10 -19.32
107 H 17.20 18.78 -19.92
108 H 17.48 17.09 -18.07
109 H 18.20 18.34 -17.06
110 H 20.97 16.59 -18.67
111 H 19.65 15.92 -17.72
112 H 20.47 17.39 -17.20
113 H 15.66 19.34 -17.45
114 H 15.48 18.00 -18.30
115 C 22.87 18.88 -16.31
116 C 23.89 19.55 -17.23
117 C 23.57 19.36 -18.75
118 O 24.64 19.85 -19.59
119 C 24.32 19.99 -21.00
120 N 23.97 20.97 -16.95
121 H 21.86 19.02 -16.70
122 H 22.92 19.16 -15.25
123 H 22.96 17.80 -16.43
124 H 24.88 19.11 -17.12
125 H 22.74 20.00 -19.05
126 H 23.28 18.37 -19.11
127 H 25.20 20.22 -21.58
128 H 23.64 20.83 -21.15
129 H 23.82 19.14 -21.47
130 H 23.06 21.40 -17.08
131 H 24.52 21.32 -17.72
132 C 21.21 21.76 -11.24
133 C 22.72 21.51 -11.32
134 C 23.22 20.60 -10.22
135 O 23.07 21.28 -8.94
136 C 23.40 20.48 -7.88
137 N 22.93 21.05 -12.66
138 H 20.60 20.88 -11.42
139 H 21.04 22.58 -11.93
140 H 20.94 22.05 -10.23
141 H 23.26 22.46 -11.25
142 H 24.27 20.38 -10.41
143 H 22.73 19.62 -10.30
144 H 23.11 20.94 -6.94
145 H 24.49 20.37 -7.80
146 H 22.86 19.53 -7.90
147 H 22.28 20.28 -12.74
148 H 22.57 21.73 -13.33

Properties
* frontier orbital gap (spin up / spin down): 8.922 / 4.616 eV
* 2S+1: 2
* HOMO energy (spin up / spin down): -6.817 / -6.804 eV
* ⟨S²⟩: 0.754
* net charge: -1
* E_LUMO (spin up / spin down): 2.104 / -2.188 eV

Number 1: DFT total energy -128109.0120 eV. Number 2: DFT total energy -14358.4489 eV. Number 3: DFT total energy -63409.0741 eV. Number 4: DFT total energy -118311.4302 eV.